{"formula": "C36H43CsN6S", "method": "ωB97M-V/def2-TZVPD", "homo_ev": -5.5, "de_lowest_kcal_mol": 0.0, "charge": 0, "largest_force_ev_per_a": 3.34, "energy_ev": -58352.7471, "gap_ev": 5.430, "spin_multiplicity": 1, "species": ["Cs", "C", "C", "C", "C", "C", "C", "C", "N", "N", "C", "C", "C", "C", "C", "C", "N", "C", "C", "C", "C", "C", "C", "N", "H", "H", "H", "H", "H", "H", "H", "H", "H", "H", "H", "H", "H", "H", "H", "H", "H", "H", "H", "H", "C", "C", "C", "C", "C", "C", "C", "C", "C", "C", "H", "H", "H", "H", "H", "H", "H", "H", "H", "H", "H", "H", "H", "H", "H", "N", "C", "S", "N", "C", "C", "C", "C", "C", "C", "H", "H", "H", "H", "H", "H", "H", "H"], "positions_angstrom": [[1.11, -1.35, -0.32], [0.91, 2.77, -0.02], [1.91, 3.46, -0.97], [3.04, 2.58, -1.35], [4.33, 3.06, -1.34], [5.39, 2.22, -1.73], [5.00, 0.95, -2.23], [3.67, 0.61, -2.27], [2.74, 1.34, -1.77], [1.10, 2.98, 1.42], [-0.05, 3.60, 2.10], [-1.42, 2.99, 1.99], [-2.47, 3.61, 2.73], [-3.71, 3.03, 2.76], [-3.93, 1.97, 1.91], [-2.86, 1.45, 1.21], [-1.63, 1.91, 1.26], [1.70, 1.83, 2.12], [3.13, 1.48, 1.77], [4.20, 2.38, 2.07], [5.50, 1.94, 1.79], [5.68, 0.67, 1.26], [4.59, -0.16, 1.05], [3.32, 0.27, 1.30], [0.92, 1.69, -0.30], [-0.07, 3.15, -0.32], [2.26, 4.40, -0.58], [1.34, 3.66, -1.87], [4.59, 4.02, -0.89], [6.42, 2.46, -1.65], [5.76, 0.22, -2.60], [3.30, -0.37, -2.51], [-0.08, 4.63, 1.84], [0.21, 3.64, 3.18], [-2.38, 4.42, 3.42], [-4.45, 3.49, 3.39], [-4.90, 1.44, 1.86], [-3.08, 0.59, 0.61], [1.10, 0.88, 1.92], [1.64, 2.05, 3.20], [3.94, 3.26, 2.65], [6.42, 2.49, 2.01], [6.65, 0.33, 1.00], [4.64, -1.14, 0.61], [-0.15, -1.30, -3.23], [1.09, -2.01, -3.45], [1.03, -3.26, -2.83], [-0.25, -3.44, -2.31], [-0.94, -2.21, -2.50], [-2.36, -2.01, -2.07], [-0.65, -4.57, -1.38], [2.08, -4.28, -2.91], [2.17, -1.63, -4.49], [-0.61, 0.04, -3.70], [-2.93, -1.55, -2.86], [-2.57, -1.38, -1.21], [-2.94, -2.93, -1.91], [-1.51, -5.16, -1.70], [-0.97, -4.26, -0.37], [0.18, -5.28, -1.26], [2.63, -4.20, -3.83], [1.71, -5.30, -2.85], [2.82, -4.33, -2.10], [3.17, -1.80, -4.12], [2.14, -0.55, -4.71], [2.06, -2.21, -5.47], [-0.22, 0.29, -4.68], [-0.28, 0.79, -2.97], [-1.69, 0.10, -3.74], [-1.66, -0.26, 4.15], [-2.26, -1.08, 3.30], [-1.36, -2.35, 2.70], [-3.60, -0.82, 3.18], [-4.56, -1.48, 2.41], [-5.88, -1.45, 2.88], [-6.87, -2.02, 2.09], [-6.56, -2.67, 0.92], [-5.23, -2.71, 0.48], [-4.23, -2.11, 1.20], [-0.64, -0.33, 4.28], [-2.16, 0.51, 4.58], [-3.99, -0.07, 3.70], [-6.18, -1.05, 3.84], [-7.86, -2.00, 2.47], [-7.31, -3.19, 0.31], [-4.98, -3.23, -0.48], [-3.21, -2.13, 0.90]], "lowdin_charge": [1.043, -0.183, -0.105, -0.292, -0.026, -0.042, -0.057, -0.192, 0.109, -0.129, -0.135, -0.247, -0.021, -0.083, -0.083, -0.138, 0.145, -0.133, -0.288, 0.006, -0.059, -0.079, -0.112, 0.039, 0.071, 0.111, 0.112, 0.123, 0.113, 0.097, 0.121, 0.076, 0.116, 0.130, 0.104, 0.105, 0.118, 0.100, 0.096, 0.124, 0.111, 0.112, 0.098, 0.106, -0.330, -0.325, -0.399, -0.329, -0.368, -0.063, -0.062, -0.073, -0.080, -0.054, 0.063, 0.046, 0.070, 0.064, 0.061, 0.063, 0.063, 0.066, 0.071, 0.039, 0.061, 0.096, 0.065, 0.064, 0.061, 0.074, -0.905, 0.632, 0.051, -0.259, -0.027, -0.098, -0.091, -0.063, -0.052, 0.100, 0.107, 0.123, 0.110, 0.089, 0.107, 0.117, 0.032]}

=====

{"formula": "C36H43FIMnN3O2Se2", "method": "ωB97M-V/def2-TZVPD", "homo_ev": [-6.9, -7.0], "de_lowest_kcal_mol": 26.6, "charge": 0, "largest_force_ev_per_a": 3.19, "energy_ev": -219424.2739, "s2": 8.76, "gap_ev": [5.929, 5.891], "spin_multiplicity": 6, "species": ["Mn", "C", "C", "N", "C", "C", "C", "O", "C", "C", "N", "C", "C", "C", "C", "C", "C", "I", "C", "O", "H", "H", "H", "H", "H", "H", "H", "H", "H", "H", "H", "H", "C", "C", "C", "C", "C", "C", "C", "C", "C", "C", "C", "C", "N", "C", "C", "C", "C", "C", "C", "F", "H", "H", "H", "H", "H", "H", "H", "H", "H", "H", "H", "H", "H", "H", "H", "H", "H", "H", "H", "H", "H", "C", "Se", "C", "C", "Se", "C", "H", "H", "H", "H", "H", "H", "H", "H", "H", "H"], "positions_angstrom": [[-0.21, -0.17, -0.14], [-3.54, 2.51, -2.31], [-3.42, 1.05, -2.66], [-4.33, 0.55, -3.52], [-4.20, -0.69, -3.93], [-3.22, -1.61, -3.52], [-3.39, -3.04, -4.01], [-2.66, -3.25, -5.21], [-2.25, -1.13, -2.61], [-1.22, -2.05, -2.28], [-0.40, -2.02, -1.22], [0.60, -2.97, -0.89], [0.36, -4.38, -0.88], [1.24, -5.20, -0.23], [2.39, -4.62, 0.30], [2.79, -3.30, 0.03], [1.87, -2.47, -0.62], [2.57, -0.54, -1.26], [-2.30, 0.27, -2.18], [-1.59, 0.83, -1.24], [-4.61, 2.75, -2.21], [-3.11, 3.08, -3.10], [-3.07, 2.65, -1.34], [-5.04, -1.06, -4.52], [-4.45, -3.12, -4.17], [-3.17, -3.84, -3.26], [-2.46, -4.19, -5.45], [-1.07, -2.86, -2.97], [-0.58, -4.79, -1.29], [0.98, -6.26, -0.07], [3.07, -5.25, 0.87], [3.81, -3.01, 0.28], [3.36, 0.03, 3.03], [2.14, 0.74, 3.55], [2.44, 1.73, 4.74], [1.11, -0.37, 3.83], [1.20, -1.05, 5.04], [0.49, -2.23, 5.34], [-0.53, -2.63, 4.46], [-0.81, -1.93, 3.27], [-1.96, -2.33, 2.37], [-3.31, -1.64, 2.81], [-2.17, -3.83, 2.24], [0.02, -0.75, 2.95], [-0.38, 0.12, 1.96], [-0.61, 1.44, 2.34], [-1.27, 1.71, 3.50], [-1.54, 3.03, 3.92], [-1.12, 4.11, 3.19], [-0.49, 3.89, 1.95], [-0.15, 2.57, 1.63], [0.59, 2.39, 0.51], [4.05, 0.81, 2.58], [3.16, -0.69, 2.23], [3.99, -0.44, 3.88], [1.73, 1.36, 2.68], [3.23, 1.29, 5.36], [1.51, 1.95, 5.32], [2.87, 2.61, 4.32], [1.97, -0.69, 5.72], [0.67, -2.73, 6.29], [-1.09, -3.52, 4.62], [-1.67, -1.96, 1.35], [-3.69, -2.21, 3.67], [-3.96, -1.70, 1.93], [-3.10, -0.58, 3.00], [-2.65, -4.32, 3.12], [-1.20, -4.26, 2.00], [-2.82, -4.06, 1.38], [-1.60, 0.88, 4.15], [-2.07, 3.21, 4.88], [-1.38, 5.15, 3.50], [-0.11, 4.72, 1.34], [-0.36, 2.31, -5.23], [1.62, 2.26, -5.57], [2.07, 3.69, -4.30], [3.54, 3.91, -4.35], [4.26, 5.31, -3.21], [6.10, 4.76, -3.67], [-0.74, 1.30, -5.31], [-0.91, 2.96, -5.96], [-0.46, 2.51, -4.14], [1.68, 3.42, -3.32], [1.57, 4.61, -4.66], [3.85, 4.07, -5.36], [4.17, 2.99, -4.02], [6.13, 4.05, -4.53], [6.62, 4.46, -2.70], [6.62, 5.69, -4.03]], "lowdin_charge": [0.827, -0.019, -0.237, 0.116, -0.123, -0.136, -0.227, -0.069, -0.079, -0.021, -0.026, -0.326, -0.024, -0.081, -0.085, -0.133, -0.584, 1.002, -0.266, -0.165, 0.089, 0.069, 0.072, 0.114, 0.097, 0.126, 0.115, 0.130, 0.124, 0.120, 0.109, 0.101, -0.092, -0.372, -0.047, -0.151, -0.058, -0.071, -0.050, -0.138, -0.387, -0.029, -0.093, -0.202, -0.060, -0.289, -0.027, -0.101, -0.121, -0.005, -0.236, 0.006, 0.089, 0.054, 0.109, 0.127, 0.063, 0.095, 0.059, 0.105, 0.094, 0.088, 0.101, 0.080, 0.072, 0.060, 0.089, 0.069, 0.074, 0.129, 0.112, 0.113, 0.117, -0.392, 0.872, -0.610, -0.691, 0.869, -0.429, -0.003, 0.031, 0.021, 0.060, 0.077, 0.046, 0.086, 0.029, 0.034, 0.014]}